The following is a quantum chemistry calculation of a 2-piece molecular cluster, C31H31Cl2N3O3S overall, from the OMol25 dataset.

Molar mass in Da: 596.58
Charge: 0
Strongest force on any atom in eV/A: 3.18
Orbital gap in eV: 3.46

Last column: Löwdin charge in e.
CARTESIAN COORDINATES (ANGSTROEM)
Cl1 -5.467 0.278 2.597  0.671
C1 -3.758 0.253 2.629  -0.702
C2 -3.075 -0.969 2.739  -0.103
C3 -1.677 -0.997 2.739  -0.068
C4 -0.950 0.193 2.592  -0.253
S1 0.728 0.083 1.829  0.565
C5 2.169 -0.319 2.808  -0.812
Cl2 3.197 -1.397 1.999  0.557
O1 0.456 -0.941 0.832  -0.384
O2 0.931 1.458 1.398  -0.394
C6 -1.625 1.425 2.587  -0.062
C7 -3.028 1.450 2.579  -0.102
H1 -3.632 -1.906 2.798  0.104
H2 -1.150 -1.951 2.817  0.118
H3 2.601 0.452 3.453  -0.024
H4 -1.063 2.361 2.544  0.110
H5 -3.557 2.404 2.514  0.104
C8 10.574 -1.732 -0.922  -0.011
N1 9.171 -1.641 -0.612  -0.039
C9 8.226 -2.166 -1.459  -0.362
O3 8.445 -2.768 -2.500  0.110
C10 6.862 -1.850 -0.851  -0.136
C11 5.888 -3.036 -0.798  -0.067
C12 5.453 -3.433 -2.164  -0.180
C13 4.717 -2.687 -3.074  -0.029
N2 4.697 -3.350 -4.280  0.076
C14 5.390 -4.552 -4.175  -0.195
C15 5.775 -5.472 -5.137  -0.028
C16 6.610 -6.517 -4.746  -0.099
C17 7.063 -6.636 -3.425  -0.093
C18 6.697 -5.698 -2.450  -0.027
C19 5.862 -4.647 -2.830  -0.137
N3 7.234 -1.333 0.467  0.046
C20 6.321 -0.964 1.370  -0.005
C21 6.602 -0.641 2.688  -0.068
C22 5.686 -0.170 3.620  0.042
C23 6.119 0.166 4.956  -0.192
C24 5.080 0.378 5.900  -0.002
C25 5.378 0.617 7.237  -0.057
C26 6.718 0.617 7.663  -0.059
C27 7.768 0.444 6.742  -0.071
C28 7.486 0.241 5.387  -0.010
C29 8.673 -1.267 0.703  -0.472
C30 9.094 -2.313 1.745  0.021
C31 9.133 0.141 1.073  0.016
H6 10.692 -2.004 -1.976  0.102
H7 11.055 -0.763 -0.738  0.093
H8 11.077 -2.486 -0.298  0.098
H9 6.406 -1.025 -1.438  0.179
H10 6.388 -3.880 -0.296  0.128
H11 5.014 -2.756 -0.184  0.113
H12 4.247 -1.713 -2.939  0.132
H13 4.240 -2.999 -5.123  0.162
H14 5.423 -5.359 -6.167  0.111
H15 6.939 -7.265 -5.470  0.101
H16 7.722 -7.457 -3.154  0.096
H17 7.053 -5.749 -1.422  0.104
H18 5.283 -0.984 1.018  0.070
H19 7.610 -0.791 3.088  0.066
H20 4.616 -0.117 3.411  0.047
H21 4.058 0.332 5.508  0.119
H22 4.540 0.771 7.925  0.115
H23 6.932 0.788 8.724  0.112
H24 8.799 0.455 7.096  0.107
H25 8.341 0.153 4.703  0.108
H26 8.873 -3.316 1.356  0.108
H27 10.166 -2.209 1.942  0.094
H28 8.555 -2.194 2.684  0.071
H29 8.970 0.801 0.215  0.108
H30 8.577 0.524 1.924  0.071
H31 10.195 0.123 1.324  0.093

---

The following is a quantum chemistry calculation of C31H31Cl2N4OReS as an isolated structure, from the OMol25 dataset.

⟨S²⟩: 0.769
Molar mass in Da: 764.80
2S+1: 2
Charge: +3
Strongest force on any atom in eV/A: 0.62
Orbital gap (spin up / spin down) in eV: 5.95 / 4.92
ΔE to the lowest compared entry with this formula, charge and spin in eV: 0.000

Last column: Mulliken spin population.
CARTESIAN COORDINATES (ANGSTROEM)
Re1 -1.555 -1.627 2.379  0.001
C1 1.146 -1.190 -2.393  -0.001
C2 2.524 -1.611 -1.880  0.000
C3 2.950 -2.890 -2.617  0.000
C4 3.519 -0.481 -2.183  0.000
C5 2.514 -1.884 -0.380  0.002
C6 3.714 -2.246 0.259  -0.002
C7 3.787 -2.525 1.608  0.000
C8 2.617 -2.436 2.350  -0.003
S1 2.380 -2.723 4.058  0.000
C9 0.738 -2.382 3.913  -0.001
N1 0.338 -2.048 2.643  0.001
C10 1.420 -2.085 1.744  -0.001
C11 1.359 -1.812 0.384  0.003
C12 -0.282 -2.383 4.907  0.001
C13 -0.098 -2.717 6.250  0.000
C14 -1.200 -2.765 7.079  0.000
C15 -2.467 -2.508 6.562  0.000
C16 -2.646 -2.174 5.225  0.000
C17 -1.557 -2.065 4.359  0.001
H1 1.205 -1.001 -3.467  0.000
H2 0.802 -0.267 -1.907  -0.001
H3 0.394 -1.968 -2.247  0.000
H4 2.947 -2.719 -3.695  0.000
H5 2.269 -3.715 -2.402  0.000
H6 3.956 -3.200 -2.337  0.000
H7 3.522 -0.268 -3.255  0.000
H8 4.539 -0.747 -1.907  0.000
H9 3.256 0.435 -1.646  0.000
H10 4.621 -2.323 -0.325  0.000
H11 4.728 -2.806 2.063  0.000
H12 0.402 -1.580 -0.071  0.001
H13 0.886 -2.947 6.640  0.000
H14 -1.084 -3.020 8.123  0.000
H15 -3.328 -2.576 7.215  0.000
H16 -3.654 -2.020 4.866  0.000
C18 0.857 2.101 -7.126  0.009
C19 0.286 2.652 -5.878  0.197
C20 0.674 2.160 -4.603  0.076
C21 0.159 2.673 -3.451  0.089
C22 -0.795 3.728 -3.521  0.236
N2 -1.335 4.318 -2.437  0.212
C23 -1.275 4.065 -1.033  -0.030
O1 -1.377 4.998 -0.293  0.037
N3 -1.200 2.739 -0.660  0.003
C24 -1.216 2.279 0.671  0.001
C25 -1.079 3.108 1.797  0.000
C26 -1.099 2.540 3.057  -0.001
C27 -1.235 1.176 3.202  0.000
N4 -1.368 0.378 2.126  -0.001
C28 -1.364 0.920 0.886  0.001
C29 -1.172 4.247 -4.798  0.083
C30 -0.653 3.717 -5.934  0.018
H17 1.528 1.266 -6.948  -0.003
H18 1.402 2.888 -7.659  0.034
H19 0.055 1.787 -7.801  0.027
H20 1.422 1.380 -4.556  0.023
H21 0.532 2.331 -2.495  0.007
H22 -1.809 5.205 -2.585  -0.013
H23 -1.381 2.048 -1.374  -0.003
H24 -0.959 4.171 1.684  0.000
H25 -0.995 3.162 3.936  0.000
H26 -1.237 0.685 4.165  0.000
H27 -1.478 0.223 0.061  0.000
H28 -1.888 5.060 -4.842  -0.003
H29 -0.950 4.107 -6.899  0.001
Cl1 -5.905 -3.013 3.523  0.000
C31 -5.263 -1.627 2.758  0.000
Cl2 -3.780 -2.098 1.639  0.000
H30 -4.832 -0.912 3.448  0.000
H31 -5.931 -1.188 2.026  0.000

---

The following is a quantum chemistry calculation of C31H31FeN2O3 as an isolated structure, from the OMol25 dataset.

⟨S²⟩: 6.123
Molar mass in Da: 535.45
2S+1: 5
Charge: -1
Strongest force on any atom in eV/A: 2.23
Orbital gap (spin up / spin down) in eV: 3.33 / 5.15
ΔE to the lowest compared entry with this formula, charge and spin in eV: 1.761

Last column: Mulliken spin population.
CARTESIAN COORDINATES (ANGSTROEM)
H1 0.193 0.037 0.306  0.003
C1 0.232 2.909 -1.575  0.491
H2 0.239 3.169 -0.530  0.054
C2 1.293 2.139 -2.086  -0.172
C3 1.295 1.769 -3.407  0.319
N1 0.319 2.225 -4.257  0.136
C4 0.421 2.147 -5.673  -0.089
C5 -0.395 3.011 -6.421  0.061
C6 -0.254 3.094 -7.794  -0.025
C7 0.650 2.233 -8.451  0.061
O1 0.479 2.108 -9.793  0.006
C8 0.954 0.903 -10.422  0.001
C9 1.559 1.458 -7.701  -0.038
C10 1.413 1.384 -6.317  0.081
C11 -0.848 2.734 -3.691  0.275
C12 -0.937 3.009 -2.351  -0.209
C13 -2.306 3.304 -1.780  -0.013
N2 -2.398 3.137 -0.408  -0.003
O2 -3.243 3.661 -2.485  -0.002
H3 2.098 1.788 -1.446  -0.031
H4 2.153 1.241 -3.851  0.050
H5 -1.105 3.674 -5.925  0.016
H6 -0.859 3.770 -8.382  -0.001
H7 0.666 0.982 -11.468  0.000
H8 2.045 0.830 -10.338  0.001
H9 0.482 0.022 -9.968  -0.001
H10 2.337 0.891 -8.209  -0.002
H11 2.097 0.732 -5.773  0.013
H12 -1.754 2.652 -4.321  0.026
H13 -1.772 2.507 0.083  0.000
H14 -3.300 3.276 0.031  0.001
C14 -5.460 0.078 4.289  0.000
O3 -5.359 -0.128 2.859  0.000
C15 -4.108 -0.253 2.329  0.003
C16 -4.007 -0.311 0.914  -0.001
C17 -2.755 -0.443 0.322  0.003
C18 -1.591 -0.594 1.100  -0.046
C19 -0.262 -0.911 0.447  0.022
C20 0.821 -1.619 1.238  0.042
C21 1.182 -3.020 1.263  -0.084
C22 2.237 -3.197 2.235  0.043
C23 2.573 -1.904 2.796  0.040
C24 1.735 -0.911 2.153  -0.018
Fe1 2.750 -1.883 0.801  2.746
C25 2.970 -1.203 -1.064  0.086
C26 3.291 -2.614 -0.933  -0.021
C27 4.340 -2.738 0.064  0.013
C28 4.644 -1.407 0.554  -0.065
C29 3.810 -0.466 -0.151  0.061
C30 -1.693 -0.380 2.478  0.001
C31 -2.927 -0.219 3.109  0.013
H15 -6.527 0.152 4.502  0.000
H16 -5.025 -0.755 4.856  0.000
H17 -4.940 1.007 4.562  0.000
H18 -4.921 -0.298 0.323  0.000
H19 -2.693 -0.478 -0.765  0.001
H20 -0.400 -1.381 -0.537  0.019
H21 0.679 -3.807 0.700  0.007
H22 2.619 -4.155 2.549  0.022
H23 3.284 -1.742 3.598  0.009
H24 1.708 0.161 2.361  -0.017
H25 2.328 -0.756 -1.814  0.045
H26 2.885 -3.411 -1.550  0.009
H27 4.846 -3.653 0.363  0.013
H28 5.428 -1.138 1.254  0.014
H29 3.882 0.617 -0.087  0.014
H30 -0.803 -0.381 3.101  0.021
H31 -2.988 -0.106 4.195  0.001